# 1
This record from the OMol25 dataset describes C28H17F12MnN4O3 as an isolated structure in a non-equilibrium geometry. The level of theory is the ωB97M-V functional and the def2-TZVPD basis.

Results
* HOMO energy (alpha / beta): -0.5645 / -0.5645 hartree
* lowest unoccupied orbital energy (alpha / beta): -9.79 / -9.79 eV
* max |F|: 0.044 hartree/bohr
* orbital gap (alpha / beta): 5.57 / 5.57 eV
* charge: +2

XYZ file:
```
65
C28H17F12MnN4O3 | the OMol25 dataset | the ωB97M-V functional and the def2-TZVPD basis
Mn -0.58607 -0.34904 0.83519
C -2.05670 0.90186 2.11676
C -2.73907 -0.33799 1.83756
C -1.97937 -1.36538 2.36053
C -0.77297 -0.79012 2.91025
C -0.87275 0.62314 2.79259
H -2.41925 1.88578 1.85688
H -3.68674 -0.43548 1.32888
H -2.21428 -2.41783 2.32130
H -0.02661 -1.32991 3.46912
H -0.21325 1.34875 3.22754
C 3.00219 5.21985 1.58814
C 2.58027 3.79280 1.34034
C 2.51376 2.86148 2.36213
C 2.09812 1.56945 2.08695
C 1.76008 1.16835 0.81013
N 1.28354 -0.20042 0.66432
C 2.15876 -1.21789 0.63600
C 3.54084 -0.95890 0.91993
C 4.47088 -1.94777 0.88446
C 4.10654 -3.25736 0.52597
C 5.12510 -4.34616 0.43108
C 2.75177 -3.51493 0.20643
C 1.77875 -2.56052 0.26400
C 0.35401 -2.91934 -0.14680
O -0.57221 -1.90237 0.08382
C -0.16237 -4.11855 0.70939
F 0.41887 -5.25786 0.35309
F -1.47718 -4.25564 0.62175
F 0.12283 -3.87638 2.00357
C 0.24306 -3.24300 -1.68355
F 1.32178 -3.88933 -2.11919
F 0.14739 -2.10243 -2.36664
F -0.82792 -3.98464 -1.93330
C 1.86137 2.07184 -0.26402
C 2.25926 3.37080 0.04999
C 1.72110 1.66939 -1.74568
O 0.51872 0.86647 -2.08109
C 1.68996 2.87597 -2.73950
F 1.41200 2.47035 -3.96209
F 2.85704 3.50448 -2.74790
F 0.71446 3.72794 -2.37119
C 2.88739 0.68276 -2.19542
F 3.96563 0.95405 -1.46765
F 3.20215 0.81074 -3.47093
F 2.51697 -0.58279 -1.99460
H 3.38239 5.35255 2.59913
H 2.15647 5.89835 1.45374
H 3.78033 5.52654 0.88804
H 2.78708 3.13906 3.37476
H 2.05866 0.83328 2.88389
H 3.84269 0.04415 1.18104
H 5.50364 -1.72410 1.12468
H 6.00008 -4.13894 1.04307
H 5.46381 -4.42989 -0.60868
H 4.70455 -5.31211 0.70694
H 2.50034 -4.51583 -0.11244
H 2.37106 4.10868 -0.72631
O -0.97365 1.13775 -0.39799
N -0.64797 1.34312 -1.61220
C -1.51505 1.84146 -2.44119
C -2.78468 2.18398 -1.86910
N -3.80533 2.44060 -1.40544
C -1.27964 1.97678 -3.84118
N -1.17739 2.14488 -4.97334
```

For each atom in turn, the Löwdin charge in e is: atom 1 (Mn): 0.76, atom 2 (C): -0.05, atom 3 (C): -0.03, atom 4 (C): -0.05, atom 5 (C): -0.10, atom 6 (C): -0.12, atom 7 (H): 0.14, atom 8 (H): 0.14, atom 9 (H): 0.13, atom 10 (H): 0.13, atom 11 (H): 0.12, atom 12 (C): -0.01, atom 13 (C): -0.21, atom 14 (C): 0.02, atom 15 (C): -0.04, atom 16 (C): -0.20, atom 17 (N): 0.14, atom 18 (C): -0.14, atom 19 (C): 0.07, atom 20 (C): 0.04, atom 21 (C): -0.12, atom 22 (C): 0.02, atom 23 (C): 0.07, atom 24 (C): 0.00, atom 25 (C): -0.23, atom 26 (O): -0.14, atom 27 (C): -0.56, atom 28 (F): 0.20, atom 29 (F): 0.20, atom 30 (F): 0.17, atom 31 (C): -0.55, atom 32 (F): 0.19, atom 33 (F): 0.18, atom 34 (F): 0.21, atom 35 (C): -0.05, atom 36 (C): 0.06, atom 37 (C): -0.07, atom 38 (O): 0.08, atom 39 (C): -0.58, atom 40 (F): 0.20, atom 41 (F): 0.21, atom 42 (F): 0.18, atom 43 (C): -0.54, atom 44 (F): 0.20, atom 45 (F): 0.22, atom 46 (F): 0.18, atom 47 (H): 0.09, atom 48 (H): 0.10, atom 49 (H): 0.10, atom 50 (H): 0.14, atom 51 (H): 0.14, atom 52 (H): 0.13, atom 53 (H): 0.14, atom 54 (H): 0.10, atom 55 (H): 0.13, atom 56 (H): 0.11, atom 57 (H): 0.14, atom 58 (H): 0.13, atom 59 (O): -0.06, atom 60 (N): -0.13, atom 61 (C): -0.09, atom 62 (C): -0.08, atom 63 (N): 0.27, atom 64 (C): -0.10, atom 65 (N): 0.29

***

# 2
This record from the OMol25 dataset describes C28H18Br2N4ORe as an isolated structure in a non-equilibrium geometry. The level of theory is the ωB97M-V functional and the def2-TZVPD basis.

Results
* multiplicity: 4
* HOMO energy (alpha / beta): -0.4852 / -0.4888 hartree
* lowest unoccupied orbital energy (alpha / beta): -7.27 / -7.89 eV
* max |F|: 0.078 hartree/bohr
* orbital gap (alpha / beta): 5.94 / 5.41 eV
* charge: +2

XYZ file:
```
54
C28H18Br2N4ORe | the OMol25 dataset | the ωB97M-V functional and the def2-TZVPD basis
Re 0.06500 -0.10430 0.20280
C 0.36700 0.10730 4.62690
C 0.36870 -0.41200 3.32980
N -0.12020 0.24530 2.28320
C -0.75070 1.44000 2.52930
C -0.73630 2.07010 3.79270
C -0.12060 1.37350 4.85520
C -1.39020 3.31620 3.92190
C -2.07500 3.85370 2.86150
C -2.17210 3.19020 1.63500
C -1.52810 1.97660 1.45600
N -1.56840 1.10440 0.38720
C -2.70880 0.73030 -0.28060
C -3.87880 1.44100 -0.52440
C -4.95210 0.82060 -1.17110
C -4.91100 -0.49820 -1.55740
C -3.77000 -1.28200 -1.27550
C -3.65770 -2.66400 -1.53000
C -2.51760 -3.32950 -1.13640
C -1.48440 -2.62910 -0.51480
N -1.55670 -1.32890 -0.27310
C -2.67080 -0.64790 -0.64860
H 0.76030 -0.49380 5.42980
H 0.79980 -1.38750 3.14410
H -0.06710 1.82530 5.83460
H -1.35770 3.82820 4.86940
H -2.58250 4.79890 2.97650
H -2.73150 3.64750 0.83780
H -3.97730 2.46990 -0.23330
H -5.84010 1.40160 -1.35810
H -5.75370 -0.95200 -2.05220
H -4.46580 -3.18980 -2.01780
H -2.40820 -4.38860 -1.30510
H -0.57920 -3.13930 -0.20250
C 3.19350 0.32790 2.18790
C 3.40270 0.12730 0.72780
C 4.72680 0.06580 0.26230
C 4.99510 -0.00260 -1.07610
C 3.92100 -0.01870 -1.98060
C 4.06690 -0.01570 -3.39670
Br 5.79400 0.01630 -4.15890
C 2.96320 -0.03590 -4.22440
C 1.67970 -0.08630 -3.69650
Br 0.17490 -0.12980 -4.82690
C 1.46800 -0.11120 -2.30030
O 0.30510 -0.18310 -1.77350
C 2.61660 -0.04130 -1.44040
N 2.36290 0.02640 -0.09890
H 4.07680 0.78110 2.62870
H 3.03980 -0.62970 2.68520
H 2.34190 0.97840 2.37820
H 5.52760 0.09090 0.98250
H 6.00970 -0.02310 -1.43850
H 3.09340 -0.02200 -5.29560
```

For each atom in turn, the Löwdin charge in e is: atom 1 (Re): 1.78, atom 2 (C): -0.01, atom 3 (C): -0.12, atom 4 (N): -0.09, atom 5 (C): -0.15, atom 6 (C): -0.13, atom 7 (C): 0.06, atom 8 (C): 0.01, atom 9 (C): -0.02, atom 10 (C): 0.03, atom 11 (C): -0.19, atom 12 (N): -0.07, atom 13 (C): -0.18, atom 14 (C): 0.04, atom 15 (C): -0.02, atom 16 (C): 0.01, atom 17 (C): -0.12, atom 18 (C): 0.06, atom 19 (C): 0.00, atom 20 (C): -0.07, atom 21 (N): -0.07, atom 22 (C): -0.14, atom 23 (H): 0.13, atom 24 (H): 0.13, atom 25 (H): 0.14, atom 26 (H): 0.13, atom 27 (H): 0.13, atom 28 (H): 0.11, atom 29 (H): 0.10, atom 30 (H): 0.13, atom 31 (H): 0.13, atom 32 (H): 0.14, atom 33 (H): 0.13, atom 34 (H): 0.13, atom 35 (C): -0.02, atom 36 (C): -0.28, atom 37 (C): 0.02, atom 38 (C): 0.03, atom 39 (C): -0.17, atom 40 (C): -0.59, atom 41 (Br): 0.87, atom 42 (C): -0.14, atom 43 (C): -0.58, atom 44 (Br): 0.86, atom 45 (C): -0.41, atom 46 (O): -0.22, atom 47 (C): -0.15, atom 48 (N): 0.03, atom 49 (H): 0.10, atom 50 (H): 0.09, atom 51 (H): 0.07, atom 52 (H): 0.13, atom 53 (H): 0.10, atom 54 (H): 0.11

***

# 3
This record from the OMol25 dataset describes C28H18Cl3IrN5O3 as an isolated structure in a non-equilibrium geometry. The level of theory is the ωB97M-V functional and the def2-TZVPD basis.

Results
* multiplicity: 6
* HOMO energy (alpha / beta): -0.2024 / -0.2769 hartree
* lowest unoccupied orbital energy (alpha / beta): -0.89 / -2.19 eV
* max |F|: 0.039 hartree/bohr
* orbital gap (alpha / beta): 4.61 / 5.34 eV
* charge: 0

XYZ file:
```
58
C28H18Cl3IrN5O3 | the OMol25 dataset | the ωB97M-V functional and the def2-TZVPD basis
Ir 0.55226 -0.29059 0.37342
O 1.35256 -2.28514 -3.34125
C 1.24998 -1.61409 -2.32154
N 0.78015 -1.97936 -1.11335
C 0.29010 -3.24463 -0.88498
C 0.41500 -4.33192 -1.76785
C -0.08688 -5.57500 -1.44260
C -0.69769 -5.79459 -0.21843
C -0.85960 -4.73509 0.66123
C -0.39135 -3.47977 0.32515
N -0.65710 -2.33905 1.16061
C -0.31346 -2.48633 2.54540
O 0.03731 -3.53880 3.03809
C -0.39106 -1.22751 3.28015
C -0.78918 -1.23386 4.62112
C -0.83975 -0.05431 5.32303
C -0.45698 1.11804 4.65747
C -0.06830 1.04622 3.33865
N -0.02625 -0.08336 2.63185
C 1.73529 -0.19578 -2.36672
C 1.88299 0.41286 -3.60741
C 2.47681 1.65771 -3.67934
C 2.95520 2.22529 -2.50471
C 2.74573 1.56130 -1.30809
N 2.10874 0.39459 -1.22756
H 0.89656 -4.17586 -2.71742
H 0.00484 -6.38135 -2.15742
H -1.06556 -6.77408 0.04671
H -1.35086 -4.88819 1.60822
H -1.06471 -2.17639 5.06777
H -1.16636 -0.02275 6.35126
H -0.45935 2.06771 5.16542
H 0.21457 1.94574 2.81835
H 1.53683 -0.11707 -4.48065
H 2.60192 2.15990 -4.62739
H 3.48791 3.16368 -2.51911
H 3.12449 1.96172 -0.37765
Cl -3.04219 0.86123 -3.09352
C -2.13335 2.04136 -2.24374
C -2.27859 3.38504 -2.52501
C -1.53112 4.32320 -1.83052
Cl -1.75970 5.98866 -2.19231
C -0.58953 3.94109 -0.84701
C 0.22510 4.84688 -0.14405
C 1.14064 4.34882 0.77639
C 1.21626 2.98901 0.99141
N 0.43254 2.09673 0.36211
C -0.45493 2.56019 -0.55292
C -1.24658 1.57744 -1.23321
O -1.15504 0.33452 -0.94700
H -2.98195 3.69908 -3.27767
H 0.14765 5.90176 -0.34504
H 1.79613 5.01914 1.31144
H 1.94301 2.58453 1.68277
Cl -3.27422 -2.85645 1.57607
C -1.96667 -1.79325 0.92025
H -2.10750 -0.83134 1.41267
H -2.14476 -1.70755 -0.15155
```

For each atom in turn, the Löwdin charge in e is: atom 1 (Ir): 1.33, atom 2 (O): 0.04, atom 3 (C): -0.47, atom 4 (N): 0.00, atom 5 (C): -0.20, atom 6 (C): 0.00, atom 7 (C): -0.08, atom 8 (C): -0.08, atom 9 (C): -0.06, atom 10 (C): -0.20, atom 11 (N): -0.14, atom 12 (C): -0.39, atom 13 (O): 0.15, atom 14 (C): -0.19, atom 15 (C): 0.02, atom 16 (C): -0.03, atom 17 (C): -0.02, atom 18 (C): -0.11, atom 19 (N): 0.01, atom 20 (C): -0.20, atom 21 (C): 0.01, atom 22 (C): -0.04, atom 23 (C): -0.04, atom 24 (C): -0.13, atom 25 (N): 0.01, atom 26 (H): 0.09, atom 27 (H): 0.10, atom 28 (H): 0.10, atom 29 (H): 0.09, atom 30 (H): 0.13, atom 31 (H): 0.12, atom 32 (H): 0.11, atom 33 (H): 0.08, atom 34 (H): 0.12, atom 35 (H): 0.11, atom 36 (H): 0.11, atom 37 (H): 0.10, atom 38 (Cl): 0.76, atom 39 (C): -0.57, atom 40 (C): -0.13, atom 41 (C): -0.58, atom 42 (Cl): 0.75, atom 43 (C): -0.19, atom 44 (C): -0.07, atom 45 (C): -0.08, atom 46 (C): -0.23, atom 47 (N): -0.04, atom 48 (C): -0.16, atom 49 (C): -0.37, atom 50 (O): -0.14, atom 51 (H): 0.10, atom 52 (H): 0.07, atom 53 (H): 0.10, atom 54 (H): 0.10, atom 55 (Cl): 0.63, atom 56 (C): -0.54, atom 57 (H): 0.07, atom 58 (H): 0.09

***

# 4
This record from the OMol25 dataset describes C28H18N2O9PdS3 as an isolated structure. The level of theory is the ωB97M-V functional and the def2-TZVPD basis.

Results
* HOMO energy: -0.0865 hartree
* energy above the lowest of the compared OMol25 structures with the same formula, charge and spin: 0.0 kJ/mol
* lowest unoccupied orbital energy: 4.35 eV
* max |F|: 0.011 hartree/bohr
* orbital gap: 6.70 eV
* charge: -2

XYZ file:
```
61
C28H18N2O9PdS3 | the OMol25 dataset | the ωB97M-V functional and the def2-TZVPD basis
Pd -0.24930 -0.41407 -0.26597
C -3.58067 -3.01050 -0.21360
C -4.67589 -2.18471 -0.00448
C -4.48205 -0.81546 0.07782
C -3.20700 -0.26039 -0.03830
C -2.09743 -1.09675 -0.24282
C -2.31006 -2.47021 -0.33422
C -3.02524 1.22485 0.05129
C -4.13210 2.13369 0.14018
C -3.89448 3.46737 0.20980
C -2.56274 3.95644 0.19340
C -2.22328 5.33208 0.24946
C -0.91403 5.71318 0.22532
C 0.11410 4.73906 0.14622
C -0.18466 3.41053 0.09047
C -1.54070 2.99380 0.11052
N -1.80134 1.66424 0.03994
H -3.71420 -4.08442 -0.28698
H -5.67215 -2.60033 0.09356
H -5.34344 -0.18073 0.24146
H -1.46888 -3.12602 -0.52360
H -5.14603 1.76407 0.14808
H -4.71821 4.17187 0.27529
H -3.01611 6.07046 0.30891
H -0.65534 6.76518 0.25993
H 1.15029 5.05300 0.12447
H 0.58241 2.64797 0.00950
O 1.96856 -1.16616 2.89356
S 0.65138 -1.63064 2.53970
O -0.10566 -2.23292 3.62030
O -0.17934 -0.60064 1.84412
C 0.87171 -2.94418 1.31323
C 0.28283 -4.15770 1.65938
C 0.34457 -5.25631 0.81767
C 0.99910 -5.14698 -0.39649
C 1.59422 -3.94820 -0.75090
C 1.54893 -2.83533 0.08651
S 2.51195 -1.44145 -0.58079
O 3.86457 -1.76175 -0.17177
O 2.29382 -1.50220 -2.01437
O 1.97900 -0.20312 0.02799
H -0.24114 -4.20403 2.60315
H -0.13163 -6.18688 1.10571
H 1.03946 -5.98938 -1.07776
H 2.08985 -3.84038 -1.70560
O 1.00942 1.64469 -2.38722
C 0.44412 0.71604 -2.92306
N -0.41023 -0.17543 -2.32309
S -1.15617 -1.16082 -3.37888
O -2.56217 -0.86130 -3.50460
O -0.79372 -2.54236 -3.20756
C -0.32195 -0.52890 -4.80623
C -0.45738 -0.90111 -6.13105
C 0.33385 -0.23902 -7.06103
C 1.21949 0.76316 -6.66389
C 1.32169 1.13196 -5.32766
C 0.53260 0.46687 -4.40915
H -1.14824 -1.67995 -6.42666
H 0.26300 -0.50564 -8.10921
H 1.83310 1.25673 -7.40830
H 1.99647 1.90707 -4.98837
```

For each atom in turn, the Löwdin charge in e is: atom 1 (Pd): 0.92, atom 2 (C): -0.09, atom 3 (C): -0.11, atom 4 (C): -0.06, atom 5 (C): -0.16, atom 6 (C): -0.19, atom 7 (C): -0.09, atom 8 (C): -0.19, atom 9 (C): -0.01, atom 10 (C): -0.03, atom 11 (C): -0.17, atom 12 (C): -0.07, atom 13 (C): -0.11, atom 14 (C): -0.08, atom 15 (C): 0.01, atom 16 (C): -0.19, atom 17 (N): 0.16, atom 18 (H): 0.09, atom 19 (H): 0.08, atom 20 (H): 0.08, atom 21 (H): 0.09, atom 22 (H): 0.09, atom 23 (H): 0.10, atom 24 (H): 0.10, atom 25 (H): 0.09, atom 26 (H): 0.10, atom 27 (H): 0.11, atom 28 (O): -0.32, atom 29 (S): 0.47, atom 30 (O): -0.35, atom 31 (O): -0.42, atom 32 (C): -0.23, atom 33 (C): -0.08, atom 34 (C): -0.11, atom 35 (C): -0.10, atom 36 (C): -0.08, atom 37 (C): -0.23, atom 38 (S): 0.44, atom 39 (O): -0.33, atom 40 (O): -0.34, atom 41 (O): -0.41, atom 42 (H): 0.10, atom 43 (H): 0.09, atom 44 (H): 0.09, atom 45 (H): 0.11, atom 46 (O): 0.06, atom 47 (C): -0.52, atom 48 (N): -0.16, atom 49 (S): 0.62, atom 50 (O): -0.31, atom 51 (O): -0.30, atom 52 (C): -0.21, atom 53 (C): -0.04, atom 54 (C): -0.10, atom 55 (C): -0.09, atom 56 (C): -0.01, atom 57 (C): -0.12, atom 58 (H): 0.11, atom 59 (H): 0.09, atom 60 (H): 0.09, atom 61 (H): 0.12

***

Q: Which formula does entry 3 have?
A: C28H18Cl3IrN5O3